Below is a 2-piece molecular cluster, C3H4FN overall, with properties calculated with ωB97M-V/def2-TZVPD.

As for the HOMO energy (alpha / beta): -10.53 / -8.83 eV. As for the total charge: 0. The LUMO energy (alpha / beta) comes out at -1.956 / -3.559 eV. The value obtained for the total energy is -7377.7300 eV. The value obtained for the energy above the lowest of the compared OMol25 structures with the same formula, charge and spin is 463.7 kJ/mol. Its gap between HOMO and LUMO (alpha / beta) is 8.58 / 5.27 eV.

Each line ends with the Mulliken charge.
Cartesian coordinates (Å):
C 2.77 -0.22 -0.33  -0.17
C -1.28 -0.30 0.27  -0.76
C -0.39 0.64 -0.47  0.10
N 3.73 -0.69 0.12  -0.33
F -0.34 1.76 0.22  -0.14
H -1.33 -1.36 -0.17  0.28
H -2.36 0.06 0.52  0.32
H -0.93 -0.37 1.27  0.28
H 0.13 0.49 -1.43  0.42


Below is an isolated ion of composition C3H4FN2 and charge +1, with properties calculated with ωB97M-V/def2-TZVPD.

As for the HOMO energy: -15.09 eV. As for the total charge: +1. The LUMO energy comes out at -7.508 eV. The value obtained for the total energy is -8860.2171 eV. The value obtained for the energy above the lowest of the compared OMol25 structures with the same formula, charge and spin is 22.1 kJ/mol. Its gap between HOMO and LUMO is 7.58 eV.

Each line ends with the Mulliken charge.
Cartesian coordinates (Å):
C -1.19 0.40 -0.01  -0.10
C -0.77 1.61 0.01  0.03
C 0.82 -0.89 0.00  0.04
N -0.54 -0.81 0.00  -0.07
N 1.52 0.16 -0.01  -0.23
F 2.85 0.12 0.00  -0.10
H -2.29 0.32 -0.05  0.36
H -0.57 2.65 0.03  0.43
H 1.23 -1.90 0.02  0.39
H -1.07 -1.67 0.00  0.25


Below is C3H4FN3O in the gas phase, with properties calculated with ωB97M-V/def2-TZVPD.

As for the HOMO energy: -9.62 eV. The SMILES is Cc1nnn(O)c1F. As for the total charge: 0. The LUMO energy comes out at 0.720 eV. The value obtained for the total energy is -12408.0546 eV. The value obtained for the energy above the lowest of the compared OMol25 structures with the same formula, charge and spin is 277.4 kJ/mol. Its gap between HOMO and LUMO is 10.35 eV.

Each line ends with the Mulliken charge.
Cartesian coordinates (Å):
C 0.84 -1.77 -0.66  -1.12
C 0.36 -0.39 -0.32  0.15
C -0.63 0.01 0.55  0.61
H 0.30 -2.50 -0.09  0.30
H 0.74 -1.93 -1.72  0.30
H 1.89 -1.84 -0.37  0.29
H -1.13 3.05 0.85  0.44
N 0.89 0.74 -0.85  -0.40
N 0.28 1.79 -0.37  -0.56
N -0.63 1.34 0.48  0.77
O -1.44 2.17 1.16  -0.48
F -1.46 -0.66 1.33  -0.30


Below is a 2-piece molecular cluster, C3H4FNO overall, with properties calculated with ωB97M-V/def2-TZVPD.

As for the HOMO energy (alpha / beta): -9.47 / -7.77 eV. As for the total charge: 0. The LUMO energy (alpha / beta) comes out at 0.076 / -0.571 eV. The value obtained for the total energy is -9426.4740 eV. The value obtained for the energy above the lowest of the compared OMol25 structures with the same formula, charge and spin is 399.7 kJ/mol. Its gap between HOMO and LUMO (alpha / beta) is 9.55 / 7.20 eV.

Each line ends with the Mulliken charge.
Cartesian coordinates (Å):
C 2.13 -1.12 -0.04  -0.56
C 1.17 -0.24 0.04  0.10
C -1.82 -0.15 -0.01  0.30
N -1.80 1.15 0.00  -0.26
O -2.51 -1.10 0.01  -0.36
F 1.33 1.12 0.05  -0.25
H 3.19 -0.86 -0.10  0.27
H 1.88 -2.16 -0.05  0.24
H -0.93 1.65 0.00  0.29
H -2.66 1.71 0.10  0.22


Below is C3H4FNO2 in the gas phase, with properties calculated with ωB97M-V/def2-TZVPD.

As for the HOMO energy: -10.57 eV. The SMILES is C=NOC(=O)CF. As for the total charge: 0. The LUMO energy comes out at 0.646 eV. The value obtained for the total energy is -11473.9702 eV. The value obtained for the energy above the lowest of the compared OMol25 structures with the same formula, charge and spin is 426.7 kJ/mol. Its gap between HOMO and LUMO is 11.22 eV.

Each line ends with the Mulliken charge.
Cartesian coordinates (Å):
C 1.90 -0.49 0.09  -0.16
C 0.78 0.61 0.26  0.55
C -2.52 0.13 -0.18  -0.16
H 2.26 -1.27 0.98  0.24
H 1.54 -1.09 -0.74  0.22
H -2.82 -1.06 -0.25  0.21
H -3.41 0.81 -0.34  0.27
N -1.33 0.63 -0.04  -0.30
O 0.80 1.75 0.19  -0.34
O -0.25 -0.38 0.33  -0.21
F 3.05 0.35 -0.29  -0.30


Below is a 2-piece molecular cluster, C3H4FNO2 overall, with properties calculated with ωB97M-V/def2-TZVPD.

As for the HOMO energy (alpha / beta): -8.37 / -12.47 eV. Its spin multiplicity is 3. As for the total charge: 0. The LUMO energy (alpha / beta) comes out at 0.086 / -0.502 eV. The value obtained for the total energy is -11473.5685 eV. The value obtained for the energy above the lowest of the compared OMol25 structures with the same formula, charge and spin is 24.3 kJ/mol. Its gap between HOMO and LUMO (alpha / beta) is 8.46 / 11.97 eV. The expectation value of S² is 2.01.

Each line ends with the Mulliken spin population.
Cartesian coordinates (Å):
C 0.71 -0.81 -0.12  0.61
C -1.20 0.61 0.18  0.02
C -0.66 -0.61 -0.55  0.09
N 2.44 1.29 0.16  0.70
O 1.38 -1.67 0.41  0.23
O 3.31 0.91 0.81  0.33
F -1.48 -1.67 -0.29  0.03
H -2.15 0.27 0.39  0.00
H -0.49 0.67 1.01  -0.01
H -1.15 1.46 -0.43  0.00
H -0.71 -0.45 -1.58  -0.01


Below is C3H4FNO2S as an isolated structure, with properties calculated with ωB97M-V/def2-TZVPD.

As for the HOMO energy: -9.43 eV. As for the total charge: 0. The LUMO energy comes out at -0.411 eV. The value obtained for the total energy is -22307.4912 eV. The value obtained for the energy above the lowest of the compared OMol25 structures with the same formula, charge and spin is 525.4 kJ/mol. Its gap between HOMO and LUMO is 9.02 eV.

Each line ends with the Mulliken charge.
Cartesian coordinates (Å):
C 0.64 1.69 -0.55  0.00
C 0.10 -0.64 -0.54  0.39
C 0.32 -0.87 1.06  -0.32
H -1.69 1.32 2.01  0.39
H 1.56 2.18 -0.68  0.39
H 0.53 -1.90 1.15  0.45
H -0.85 -0.86 1.44  0.19
N -0.20 2.21 0.43  -0.18
O -1.29 1.24 0.78  -0.49
O 0.67 0.46 -1.17  -0.31
F 1.18 -0.06 1.74  -0.27
S -0.64 -1.90 -1.20  -0.24


Below is C3H4FNO3 in the gas phase, with properties calculated with ωB97M-V/def2-TZVPD.

As for the HOMO energy: -10.74 eV. The SMILES is CC(=O)[C@@H](F)[N+](=O)[O-]. As for the total charge: 0. The LUMO energy comes out at -0.312 eV. The value obtained for the total energy is -13521.7638 eV. The value obtained for the energy above the lowest of the compared OMol25 structures with the same formula, charge and spin is 470.5 kJ/mol. Its gap between HOMO and LUMO is 10.43 eV.

Each line ends with the Mulliken charge.
Cartesian coordinates (Å):
C 0.79 0.41 0.33  0.62
C 1.13 0.58 -1.14  -1.19
C -0.31 -0.66 0.70  0.14
N -1.75 -0.22 0.64  0.94
O -2.19 0.20 -0.42  -0.55
O 1.28 0.99 1.24  -0.44
O -2.37 -0.46 1.63  -0.51
F -0.04 -1.12 1.93  -0.25
H 2.00 1.01 -1.49  0.43
H 0.28 1.15 -1.68  0.27
H 1.15 -0.39 -1.69  0.31
H 0.02 -1.50 -0.06  0.24


Below is C3H4FNS2 in the gas phase, with properties calculated with ωB97M-V/def2-TZVPD.

As for the HOMO energy: -8.60 eV. The SMILES is N/C=C(/F)C(=S)S. As for the total charge: 0. The LUMO energy comes out at -1.030 eV. The value obtained for the total energy is -29051.5224 eV. The value obtained for the energy above the lowest of the compared OMol25 structures with the same formula, charge and spin is 146.6 kJ/mol. Its gap between HOMO and LUMO is 7.57 eV.

Each line ends with the Mulliken charge.
Cartesian coordinates (Å):
C 0.40 0.97 -0.85  -0.04
C 0.19 -0.41 -0.72  0.01
C -0.45 -1.10 0.37  0.30
H 0.14 2.85 -0.32  0.31
H -0.05 1.67 1.16  0.27
H 0.98 1.39 -1.73  0.30
H -1.11 -2.86 1.48  0.15
N 0.54 1.87 0.26  -0.44
F 0.49 -1.23 -1.76  -0.29
S -0.36 -2.87 0.28  -0.15
S -0.77 -0.27 1.83  -0.41


Below is a 2-piece molecular cluster, C3H4FO2 overall, with properties calculated with ωB97M-V/def2-TZVPD.

As for the HOMO energy (alpha / beta): -11.00 / -17.76 eV. Its spin multiplicity is 3. As for the total charge: +1. The LUMO energy (alpha / beta) comes out at -6.429 / -7.043 eV. The value obtained for the total energy is -9973.6911 eV. The value obtained for the energy above the lowest of the compared OMol25 structures with the same formula, charge and spin is 0.0 kJ/mol. Its gap between HOMO and LUMO (alpha / beta) is 4.57 / 10.72 eV. The expectation value of S² is 2.01.

Each line ends with the Mulliken spin population.
Cartesian coordinates (Å):
C -1.57 -1.47 1.36  0.78
C 1.56 0.81 -1.71  0.00
C 0.91 1.21 -0.55  0.02
O 2.00 0.43 -2.63  0.00
O -0.61 -1.09 0.71  0.88
F 0.29 2.43 -0.55  0.00
H -1.59 -2.39 2.11  0.19
H -2.62 -1.19 1.19  0.14
H 0.13 0.29 -0.22  -0.01
H 1.52 0.97 0.30  0.00